C23H27BrN5O2SSe2Te2Ti as an isolated structure, computed with wB97M-V/def2-TZVPD.

Values from the calculation:
Molecular weight = 978.46 Da
2S+1 = 2
LUMO level (spin up / spin down) = -0.126 / -0.063 eV
Energy relative to the best compared isomer or geometry (same formula, charge and spin) = 0.0 kcal per mole
HOMO level (spin up / spin down) = -0.236 / -0.236 Ha
HOMO-LUMO gap (spin up / spin down) = 0.2315 / 0.2340 Eh

Last column: Löwdin charge in e.
Positions of all 64 atoms, in Å:
Ti -0.208 1.100 0.943  0.5308
C 0.495 3.927 -0.891  -0.1966
C -0.838 3.580 -1.518  -0.2551
N -0.962 2.150 -1.762  -0.1105
C -0.440 1.695 -3.037  -0.2700
C 1.089 1.698 -3.160  -0.4335
S 1.967 0.846 -1.827  0.9340
C 2.947 2.119 -1.015  -0.4391
C 2.361 2.814 0.214  -0.2611
N 0.897 3.000 0.181  -0.1868
H 0.451 4.949 -0.502  0.1232
H 1.281 3.921 -1.642  0.0925
H -0.948 4.174 -2.439  0.1266
H -1.639 3.868 -0.841  -0.0099
H -1.934 1.886 -1.671  0.0670
H -0.823 2.310 -3.869  0.1192
H -0.803 0.682 -3.206  0.0871
H 1.474 2.714 -3.250  0.0678
H 1.351 1.200 -4.095  0.0719
H 3.250 2.844 -1.773  0.0752
H 3.859 1.612 -0.699  0.0719
H 2.852 3.793 0.290  0.1285
H 2.610 2.250 1.114  0.0918
H 0.690 3.468 1.067  -0.1186
N -2.991 -0.537 0.257  0.0700
C -2.282 -0.953 -0.880  -0.3087
C -2.981 -1.395 -2.007  -0.0005
C -2.254 -1.940 -3.043  -0.0590
C -0.871 -2.040 -2.932  -0.0581
C -0.272 -1.508 -1.808  -0.1602
N -0.957 -0.932 -0.814  0.1065
C -2.577 -0.907 1.542  -0.3499
C -3.441 -1.621 2.370  0.0121
C -2.974 -2.054 3.591  -0.0384
C -1.656 -1.800 3.951  -0.0293
C -0.886 -1.053 3.088  -0.1774
N -1.346 -0.573 1.922  -0.0186
H -3.990 -0.531 0.140  0.1338
H -4.062 -1.356 -2.035  0.1146
H -2.766 -2.314 -3.921  0.1125
H -0.266 -2.501 -3.700  0.1105
H 0.801 -1.530 -1.680  0.0788
H -4.443 -1.847 2.033  0.1190
H -3.627 -2.612 4.250  0.1155
H -1.235 -2.149 4.882  0.1150
H 0.138 -0.795 3.325  0.0768
Se -2.612 2.366 1.146  -0.0690
Te -2.216 4.698 1.936  0.2118
Te 0.223 4.393 3.268  0.2611
Se 0.180 1.915 3.326  -0.0079
Br -0.751 -4.949 0.683  0.7287
C 0.960 -4.167 0.920  -0.6669
C 2.078 -4.972 1.062  -0.1218
C 3.318 -4.372 1.232  -0.0654
C 3.432 -2.990 1.259  -0.0098
C 2.301 -2.196 1.114  -0.1074
C 1.055 -2.789 0.943  -0.0941
C 2.442 -0.683 1.138  -0.5495
O 3.495 -0.119 1.300  0.0991
O 1.305 -0.068 0.932  -0.2713
H 1.983 -6.049 1.039  0.1005
H 4.197 -4.993 1.343  0.1070
H 4.391 -2.507 1.393  0.1204
H 0.179 -2.174 0.823  0.0630